15
Properties=species:S:1:pos:R:3:forces:R:3 method="wB97M-V/def2-TZVPD" total_charge=+1 homo_energy_ha=-0.46473 max_force_ev_per_a=5.44 total_energy_ev=-13641.5585 e_above_lowest_kcal_mol=86.6
C -1.642829 0.077667 0.428636 1.669 -4.239 2.979
C 0.262398 -1.174130 0.977667 -2.988 0.848 1.386
N -1.271217 0.269480 -0.947606 -1.608 -1.072 -0.189
O 1.014442 -0.739278 0.034342 2.385 0.148 -1.542
Si 2.181274 0.560190 0.062332 -1.143 -1.168 2.093
H -1.574293 0.912539 1.084425 -0.186 0.686 -0.058
H -2.340299 -0.751195 0.700961 0.311 1.243 -0.858
H 0.466495 -0.834887 1.997463 -0.196 -0.013 -0.153
H -0.033048 -2.227311 0.899333 -0.304 0.424 -0.099
H -2.113744 0.679159 -1.404469 1.191 -0.321 -0.575
H -0.901699 -0.620099 -1.363420 -0.759 0.875 0.082
H -0.482072 0.869051 -0.912065 0.888 1.199 -0.566
H 1.094367 1.536959 0.077705 0.342 1.054 -0.420
H 2.837143 0.039683 -1.079124 0.860 0.476 -0.978
H 2.941174 0.655267 1.395703 -0.462 -0.141 -1.100

79
Properties=species:S:1:pos:R:3:forces:R:3 method="wB97M-V/def2-TZVPD" total_charge=+1 homo_energy_ha="-0.37193 / -0.37190" max_force_ev_per_a=3.05 total_energy_ev=-90555.1988 spin_multiplicity=7
C -1.685905 -0.903133 4.561021 0.073 -0.198 -0.290
C -2.464638 -0.505116 3.439247 -0.044 -0.776 -0.415
C -2.715106 -1.672762 2.646154 0.449 0.552 0.284
H -2.850438 0.500507 3.246473 0.176 -0.508 0.106
C -2.055469 -2.783472 3.271228 0.490 0.468 0.349
C -1.406323 -2.296689 4.449416 -0.218 -0.112 -0.500
H -0.829293 -2.895070 5.165417 -0.377 0.300 -0.355
H -1.417586 -0.261398 5.407412 0.011 -0.316 -0.542
H -3.342069 -1.722349 1.752613 0.274 0.051 0.374
H -2.081813 -3.820638 2.932674 -0.018 0.371 0.149
Eu 0.003820 -1.269506 2.237042 -0.700 1.184 1.010
Si -0.566295 -0.366684 -3.698585 2.003 1.587 -1.547
C -0.238891 1.111032 -4.805732 -0.229 0.375 -0.015
C 1.097513 1.329412 -5.182254 -0.246 0.702 -0.184
H 1.866132 0.598000 -4.917175 -0.175 0.138 -0.144
C 1.462103 2.506601 -5.845046 -0.085 -0.451 0.158
H 2.507436 2.656585 -6.118263 -0.306 0.055 -0.003
C 0.490558 3.465516 -6.147198 -0.307 -0.127 0.096
H 0.773431 4.371615 -6.688260 -0.133 -0.268 0.231
C -0.841816 3.255360 -5.765241 0.198 0.040 -0.120
H -1.593645 4.011048 -6.000841 0.209 -0.216 0.080
C -1.208965 2.085074 -5.089121 0.566 -0.082 -0.156
H -2.240212 1.919135 -4.769314 0.235 0.156 -0.147
C 0.176665 -1.797738 -4.614796 0.224 -0.874 0.336
C -0.092238 -1.941414 -5.986931 0.265 -0.236 0.067
H -0.821512 -1.281932 -6.465588 0.325 -0.154 0.047
C 0.579028 -2.913340 -6.738094 0.039 -0.039 0.278
H 0.391921 -3.001561 -7.808785 0.004 0.013 0.298
C 1.508009 -3.765065 -6.121205 -0.244 0.412 0.262
H 2.039368 -4.514843 -6.707050 -0.128 0.220 0.149
C 1.746563 -3.646397 -4.746737 -0.038 -0.181 -0.012
H 2.469805 -4.303162 -4.257367 -0.241 0.148 -0.194
C 1.064190 -2.692240 -3.989910 -0.008 0.253 -0.582
H 1.233691 -2.600798 -2.914349 0.115 -0.137 -0.381
H -2.022594 -0.532479 -3.628703 -0.235 0.104 0.676
Si 1.002982 0.605963 -1.797961 -2.773 -1.256 0.180
C 0.257842 -0.985376 -1.012502 0.291 -0.039 1.445
C -1.137984 -1.259865 -1.001850 0.103 -0.616 0.182
H -1.872764 -0.561630 -1.428831 0.546 -0.265 0.309
C -1.635625 -2.484189 -0.526077 0.315 0.344 -0.153
H -2.689422 -2.720140 -0.686726 0.271 0.082 0.334
C -0.776670 -3.405796 0.082737 0.230 -0.125 0.036
H -1.173345 -4.348176 0.459577 0.133 0.231 -0.068
C 0.604587 -3.138336 0.147594 -0.080 0.061 -0.276
H 1.289379 -3.861034 0.614783 -0.309 0.250 -0.305
C 1.112714 -1.958955 -0.438830 -0.325 -0.261 0.471
H 2.186788 -1.764106 -0.383693 -0.360 -0.080 -0.094
C -0.170072 1.960026 -1.259806 -0.048 0.717 0.694
C -1.216048 1.772334 -0.331575 -0.385 0.509 -0.676
H -1.267574 0.875472 0.291040 -0.072 0.141 -0.290
C -2.267772 2.699930 -0.245590 0.309 -0.129 0.273
H -3.141073 2.474505 0.374344 0.363 0.156 -0.084
C -2.208992 3.893908 -0.961793 0.217 -0.034 -0.365
H -3.033913 4.609660 -0.917336 0.287 -0.270 0.003
C -1.084485 4.169609 -1.753916 0.062 -0.142 0.312
H -1.023309 5.111229 -2.301972 0.036 -0.239 0.225
C -0.053334 3.228916 -1.865977 -0.685 -0.150 -0.116
H 0.826080 3.467859 -2.469876 -0.341 -0.130 -0.041
H 2.267341 0.940890 -1.130272 0.583 -0.392 -0.742
Cl 2.183462 0.235232 1.604314 -0.376 -0.422 -0.174
N -0.019661 1.666730 3.380460 0.299 -0.544 -1.060
C 0.411640 1.674649 4.700393 0.136 0.439 0.960
C 0.115389 2.722763 5.584671 0.416 -1.065 -0.584
C 0.581371 2.662611 6.916137 0.454 -0.538 0.406
C 1.378733 1.615163 7.359496 -0.018 0.416 0.265
C 1.722458 0.541576 6.500116 -0.751 0.215 -0.696
C 2.486316 -0.583409 6.890009 -0.095 -0.184 -0.040
C 2.675337 -1.634917 6.015193 0.309 -0.013 0.026
C 2.075376 -1.575410 4.744048 -0.915 1.253 0.090
N 1.279274 -0.555897 4.387441 0.991 -1.083 -0.581
C 1.165118 0.539274 5.180193 -0.163 0.050 0.450
H -0.510560 2.509663 3.105512 0.134 -0.147 -0.048
H 0.707625 1.386069 2.679865 -0.447 0.699 0.836
H -0.459322 3.581714 5.230411 0.186 -0.273 0.132
H 0.325205 3.466002 7.610561 0.091 -0.262 -0.256
H 1.754983 1.568166 8.390355 -0.229 0.235 -0.478
H 2.892476 -0.594290 7.904479 -0.039 -0.128 -0.354
H 3.272585 -2.512206 6.274179 -0.170 0.391 0.009
H 2.231471 -2.358291 3.984549 -0.102 0.140 0.479

48
Properties=species:S:1:pos:R:3:forces:R:3 method="wB97M-V/def2-TZVPD" smiles="O=C(Nc1ccnn1C1CCN(C2CCC2)CC1)c1cccc(F)c1" homo_energy_ha=-0.29639 max_force_ev_per_a=0.97 total_energy_ev=-30801.1198 e_above_lowest_kcal_mol=57.8
O -2.675960 -0.990120 1.702359 -0.094 -0.001 0.022
C -2.930384 -0.896908 0.519912 -0.062 -0.015 0.061
N -2.110321 -1.351542 -0.469175 0.068 -0.040 -0.375
C -0.938964 -2.099178 -0.303481 0.101 -0.559 -0.129
C -0.597423 -3.267680 -0.960857 -0.166 0.275 0.118
C 0.666395 -3.584512 -0.459344 -0.187 0.215 -0.069
N 1.062712 -2.683252 0.417038 0.644 -0.413 0.316
N 0.095789 -1.777774 0.508801 -0.603 -0.140 -0.405
C 0.232059 -0.603442 1.349215 -0.038 0.723 0.652
C 0.303905 0.666611 0.492932 0.092 -0.176 -0.198
C 1.634392 0.730753 -0.252837 -0.206 0.156 0.072
N 2.706912 0.789998 0.718977 0.007 0.080 0.209
C 3.982930 1.253110 0.238622 -0.025 0.029 0.028
C 4.570049 0.766213 -1.113359 0.116 -0.262 0.012
H 3.817529 0.343520 -1.774231 -0.074 -0.045 -0.049
H 5.407489 0.074978 -1.045864 0.000 -0.096 -0.058
C 4.914841 2.222272 -1.458468 0.146 0.130 -0.259
H 4.590367 2.565306 -2.439077 0.068 0.036 -0.040
H 5.973614 2.443909 -1.342826 0.047 0.025 -0.030
C 4.071841 2.706498 -0.268757 0.004 0.100 0.184
H 3.110371 3.119380 -0.561799 -0.096 0.007 -0.017
H 4.555092 3.406838 0.408756 -0.054 0.077 0.058
H 4.699777 1.092198 1.047565 -0.009 0.007 -0.048
C 2.771701 -0.468219 1.443053 0.045 -0.081 0.188
C 1.478871 -0.692894 2.227059 0.150 -0.237 -0.257
H 1.395033 0.076104 2.995659 -0.039 0.016 0.009
H 1.518356 -1.670368 2.706272 -0.033 0.022 0.094
H 3.604483 -0.422413 2.148643 0.012 0.008 -0.025
H 2.935668 -1.320594 0.766377 0.091 0.137 0.122
H 1.658140 1.623444 -0.879200 -0.004 -0.049 -0.050
H 1.720541 -0.154479 -0.909056 0.032 0.098 -0.040
H -0.526460 0.701492 -0.214813 -0.034 0.012 0.027
H 0.229228 1.529510 1.154863 -0.031 0.043 0.009
H -0.656997 -0.563055 1.990150 0.303 -0.053 -0.205
H 1.292141 -4.421534 -0.696287 0.160 -0.155 -0.026
H -1.181671 -3.805002 -1.679483 -0.188 -0.099 -0.109
H -2.462299 -1.329162 -1.415567 0.073 0.158 0.176
C -4.168146 -0.221790 0.022611 -0.395 0.151 0.007
C -4.638620 0.864243 0.753179 -0.046 0.026 -0.024
C -5.791297 1.501036 0.338104 0.074 -0.119 -0.096
C -6.503420 1.079598 -0.771518 0.033 0.080 0.148
C -6.040956 -0.018061 -1.476305 0.001 0.042 0.000
C -4.879934 -0.664851 -1.088528 0.160 -0.026 0.057
H -4.556988 -1.537760 -1.637480 0.031 -0.079 -0.045
H -6.592429 -0.372734 -2.333589 -0.053 -0.029 -0.060
H -7.402598 1.599110 -1.061745 -0.086 0.069 -0.009
F -6.238085 2.563870 1.032881 0.040 -0.087 -0.048
H -4.107291 1.197338 1.630619 0.025 0.041 0.100